Record 1
The following is a DFT calculation (wB97M-V/def2-TZVPD) of a structure of composition C15H24N2O3.

Atoms and positions in Å:
C -2.072 -5.429 6.657
C -1.725 -4.816 5.406
C -2.838 -4.064 4.896
C -2.631 -3.354 3.407
C -1.695 -2.300 3.340
C -1.516 -1.374 2.072
C -0.582 -0.123 2.160
C -0.265 0.457 0.881
C 0.307 -0.308 -0.297
N 0.380 0.539 -1.395
C 1.712 1.410 -1.448
C 1.942 2.182 -2.617
C 0.668 2.190 -3.725
O 0.853 3.057 -4.498
N -0.294 1.412 -3.442
C -0.652 0.785 -2.352
O -1.779 -0.004 -2.289
H -1.138 1.650 -4.094
C 3.149 2.829 -2.420
O 3.841 2.886 -1.550
C 3.401 3.798 -3.748
H 3.380 3.495 -4.575
H 4.390 4.381 -3.455
H 2.556 4.781 -3.684
H 2.531 1.065 -0.757
H 1.176 -0.770 0.113
H -0.631 -1.090 -0.618
H -1.201 0.883 0.765
H 0.250 1.532 1.084
H 0.476 -0.654 2.503
H -0.622 0.354 3.081
H -1.065 -2.249 1.306
H -2.393 -1.037 1.863
H -0.722 -2.529 3.718
H -2.005 -1.405 4.167
H -2.082 -4.002 2.849
H -3.470 -3.068 2.946
H -3.285 -2.993 5.588
H -3.659 -4.637 4.639
H -0.747 -3.857 5.535
H -1.473 -5.368 4.639
H -1.146 -5.713 7.011
H -2.375 -4.695 7.265
H -2.919 -6.162 6.300

Atoms 1-3, force components in eV/Å:
-1.21 -3.31 -2.57
2.55 7.60 1.87
-2.08 7.58 -2.11

Computed properties:
**Electronic energy**: -920.727589 hartree
**Gap between HOMO and LUMO**: 8.983 eV
**Strongest force on any atom**: 0.340 hartree/bohr
**Energy above the lowest of the compared OMol25 structures with the same formula, charge and spin**: 339.0 kcal per mole

=====

Record 2
The following is a DFT calculation (wB97M-V/def2-TZVPD) of a structure of composition C15H24N3O4S2SiTl.

Atoms and positions in Å:
Tl 0.428 0.466 0.060
C 3.412 -3.297 2.866
S 1.621 -3.202 3.116
C 1.261 -1.594 2.491
S 2.170 -0.858 1.213
N 0.245 -1.045 3.064
N -0.072 0.129 2.540
C -0.844 0.966 3.066
C -1.074 2.268 2.418
C -2.054 3.112 2.919
C -2.211 4.370 2.355
C -1.383 4.750 1.316
C -0.446 3.837 0.856
N -0.290 2.631 1.394
H 3.718 -4.310 3.120
H 3.666 -3.083 1.832
H 3.890 -2.580 3.531
H -1.341 0.770 4.016
H -2.673 2.782 3.744
H -2.969 5.047 2.730
H -1.457 5.731 0.869
H 0.217 4.086 0.035
C 0.268 -3.199 -3.134
C 1.053 -2.096 -2.461
C 2.548 -2.147 -2.680
O 0.702 -2.000 -1.130
C 0.605 -0.610 -3.294
O 0.314 -0.833 -4.458
O 0.727 0.390 -2.563
H 0.662 -4.171 -2.819
H 0.334 -3.108 -4.212
H -0.780 -3.130 -2.837
H 2.959 -3.062 -2.241
H 3.033 -1.289 -2.206
H 2.772 -2.138 -3.745
H 1.478 -2.094 -0.549
C -4.558 1.237 -0.364
Si -2.905 1.287 -1.310
C -3.148 0.245 -2.852
C -2.750 3.114 -1.762
O -1.785 0.751 -0.265
H -5.367 1.544 -1.038
H -4.510 1.924 0.490
H -4.747 0.223 0.007
H -4.021 0.553 -3.435
H -3.279 -0.808 -2.578
H -2.267 0.305 -3.505
H -3.564 3.458 -2.408
H -1.802 3.309 -2.284
H -2.761 3.725 -0.854

Atoms 1-3, force components in eV/Å:
-2.67 -0.48 -1.36
-0.14 0.22 -0.03
0.15 0.19 -0.29

Computed properties:
**Electronic energy**: -2309.525287 hartree
**Gap between HOMO and LUMO**: 5.074 eV
**Strongest force on any atom**: 0.088 hartree/bohr
**Energy above the lowest of the compared OMol25 structures with the same formula, charge and spin**: 57.9 kcal per mole

=====

Q: Among the records above, which one has the highest gap between HOMO and LUMO?
A: C15H24N2O3